1.
65
Properties=species:S:1:pos:R:3:forces:R:3:nbo_charge:R:1 method="wB97M-V/def2-TZVPD" lumo_ev=2.8 e_above_lowest_kj_mol=0.0 charge=-1 spin_multiplicity=1 homo_ev=-5.60
Cl 29.8516 10.8841 -3.8674 0.68 -0.50 0.14 2.550
O 29.8166 9.4882 -4.2648 -0.26 0.12 -0.06 -0.898
O 31.2153 11.3604 -4.0292 -0.42 0.12 -0.12 -0.881
O 28.9471 11.6556 -4.6735 -0.05 0.05 -0.03 -0.855
O 29.4807 10.9830 -2.4717 -0.21 0.11 -0.07 -0.888
C 28.8507 5.8479 -2.5929 -0.50 -1.05 0.08 -0.611
C 29.3314 5.4502 -3.9783 0.48 0.63 0.11 -0.067
C 28.2275 5.4416 -5.0184 -0.38 -0.47 0.11 -0.072
O 27.2358 4.5077 -4.6158 -0.22 0.03 0.18 -0.558
C 26.5201 3.9466 -5.6963 0.17 -0.21 1.11 -0.247
N 30.4328 6.3478 -4.3633 -0.34 0.36 -0.77 -0.832
H 28.4815 6.8712 -2.5348 0.22 0.07 -0.08 0.216
H 29.6411 5.6615 -1.8656 0.01 0.28 -0.21 0.211
H 28.0361 5.1776 -2.2962 -0.06 0.15 -0.10 0.213
H 29.7385 4.4360 -3.9111 -0.08 -0.04 -0.08 0.172
H 28.6209 5.1060 -5.9893 0.17 0.27 0.02 0.155
H 27.7625 6.4302 -5.1233 0.18 0.08 -0.09 0.176
H 26.1413 4.7300 -6.3530 0.11 -0.17 -0.41 0.170
H 25.6786 3.4163 -5.2493 -0.12 0.06 -0.10 0.184
H 27.1624 3.1859 -6.1510 -0.14 0.24 -0.68 0.164
H 30.1406 7.3204 -4.2455 0.04 -0.05 0.51 0.386
H 30.5187 6.3337 -5.3820 0.33 -0.38 0.13 0.338
C 30.1156 8.1069 -0.4989 0.40 -0.69 0.85 -0.627
C 31.4872 8.7541 -0.2896 -0.67 1.42 -0.76 -0.066
C 32.2655 8.6014 -1.5941 -0.59 -0.84 0.32 -0.070
O 33.4257 9.3688 -1.6129 0.75 -0.10 -0.07 -0.520
C 34.0969 9.1910 -2.8353 -0.05 0.05 -0.36 -0.248
N 31.3163 10.2035 0.0227 -0.32 -1.02 0.59 -0.801
H 30.2163 7.0431 -0.7482 -0.07 0.38 -0.03 0.195
H 29.5427 8.6364 -1.2565 0.08 -0.01 -0.17 0.227
H 29.5634 8.1503 0.4470 -0.07 0.04 -0.07 0.190
H 32.0128 8.3019 0.5524 0.15 -0.11 -0.08 0.171
H 31.6139 8.8234 -2.4491 -0.03 0.36 0.04 0.183
H 32.4790 7.5180 -1.7085 0.25 0.17 -0.01 0.147
H 34.2874 8.1282 -3.0465 -0.12 0.00 0.03 0.151
H 35.0670 9.6913 -2.8369 -0.11 0.15 0.37 0.174
H 33.5031 9.6131 -3.6567 -0.01 -0.11 -0.02 0.184
H 30.6140 10.5756 -0.6160 0.42 0.21 -0.28 0.375
H 30.8176 10.2057 0.9153 0.24 0.25 0.01 0.322
C 32.3717 14.9533 -2.8546 -0.24 0.89 0.11 -0.627
C 32.2095 14.1022 -1.6087 -0.35 -0.85 0.29 -0.074
C 30.7162 14.0227 -1.3045 -0.22 0.60 0.48 -0.053
O 30.3937 13.0299 -0.3501 0.03 0.39 -0.30 -0.532
C 29.0321 13.0962 -0.0057 -0.16 -1.08 -0.33 -0.251
N 32.7364 12.7258 -1.7632 -0.20 1.11 -0.70 -0.794
H 33.3869 15.3314 -2.9905 0.09 -0.20 0.03 0.199
H 31.7276 15.8413 -2.7569 0.12 -0.03 -0.15 0.193
H 32.0618 14.4235 -3.7557 0.00 -0.16 0.07 0.221
H 32.6420 14.6033 -0.7352 0.40 -0.15 -0.13 0.166
H 30.1245 13.9015 -2.2257 0.09 -0.31 0.04 0.171
H 30.4324 15.0025 -0.8740 -0.06 -0.01 -0.23 0.145
H 28.8504 13.7394 0.8604 -0.05 0.23 -0.13 0.157
H 28.7109 12.0731 0.2295 0.14 0.13 0.29 0.185
H 28.4040 13.3464 -0.8705 0.09 0.41 0.13 0.176
H 33.5689 12.8226 -2.3475 0.12 -0.19 0.27 0.328
H 32.0653 12.3346 -2.4324 0.24 -0.63 0.34 0.379
C 25.8795 10.9739 -1.9110 0.19 0.27 0.68 -0.642
C 25.5036 9.5480 -1.5854 -0.26 0.00 0.00 -0.062
O 24.3187 9.5041 -0.7699 0.09 -0.17 -0.12 -0.734
H 26.6262 11.0599 -2.6974 -0.09 -0.05 -0.16 0.249
H 26.3165 11.4585 -1.0293 0.00 -0.04 -0.03 0.192
H 24.9622 11.5196 -2.1318 0.08 0.05 -0.37 0.202
H 26.3085 9.0004 -1.0892 0.11 0.05 -0.09 0.166
H 25.2545 9.0214 -2.5059 -0.10 -0.13 0.08 0.173
H 24.5158 9.9338 0.0673 0.07 0.03 -0.02 0.456

=====

2.
16
Properties=species:S:1:pos:R:3:forces:R:3:lowdin_spin:R:1 method="wB97M-V/def2-TZVPD" lumo_ev="-5.0 / -9.3" e_above_lowest_kj_mol=190.0 charge=+1 spin_multiplicity=2 homo_ev="-14.55 / -14.55"
C -2.0753 -0.2257 0.5067 3.49 1.13 -1.17 0.068
S -1.9569 1.0904 1.7086 -1.14 -0.06 0.73 0.546
S -1.6856 2.9090 0.9807 -0.86 0.75 0.57 0.302
H -1.3544 -0.9585 0.9105 -0.62 -0.27 -0.32 0.011
H -1.6354 0.1858 -0.4355 -0.45 -0.57 0.59 -0.001
H -3.0554 -0.5694 0.3250 -1.30 -0.30 0.34 0.019
H -0.4030 3.0639 0.6801 0.80 -0.68 -0.80 0.039
H 0.1412 0.5907 -1.7500 1.39 1.74 -0.84 0.000
H 1.4920 0.5144 -2.2517 1.72 -0.92 -0.56 0.000
O 0.8893 1.2083 -2.0674 -3.07 -0.96 1.49 0.000
H 1.4318 -2.6398 -1.0910 2.46 1.82 0.41 0.000
H 2.9348 -2.0108 -0.7019 0.10 -0.87 0.22 0.000
O 2.0668 -1.8348 -1.0545 -2.59 -0.80 -0.74 0.000
H 1.4361 -0.2733 0.7468 0.42 -0.72 0.37 0.000
H 0.4704 -0.3085 1.8941 1.03 -0.56 0.28 0.007
O 1.3035 -0.7417 1.5993 -1.38 1.27 -0.56 0.009

=====

3.
13
Properties=species:S:1:pos:R:3:forces:R:3:nbo_charge:R:1 method="wB97M-V/def2-TZVPD" lumo_ev=-0.5 e_above_lowest_kj_mol=532.0 spin_multiplicity=1 homo_ev=-8.60
C -2.8460 1.3636 3.7839 0.06 0.41 0.94 -0.036
C 2.6409 -1.0082 -3.5339 2.17 -0.40 -1.59 -0.431
C 1.3281 -0.9869 -3.6716 -0.01 -0.39 -1.08 -0.370
C -1.4674 0.9077 4.0121 -3.82 -1.23 -0.79 -0.308
N -2.7166 1.8937 2.6679 0.72 -1.34 1.13 -0.236
S 0.2698 -0.7755 -2.2995 -0.22 0.39 0.98 0.019
H -3.6402 0.9875 4.4360 -0.50 0.50 -0.50 0.186
H 3.3150 -1.1690 -4.4245 -1.04 0.20 0.83 0.202
H 3.2513 -0.9276 -2.6269 -0.83 0.14 -0.02 0.200
H 0.8556 -1.1735 -4.7156 0.61 0.49 2.17 0.244
H -0.7061 1.4863 3.6984 2.71 1.75 -0.59 0.208
H -1.4774 -0.1783 3.9763 0.83 -0.08 -0.20 0.187
H 1.1931 -0.4197 -1.3026 -0.70 -0.42 -1.30 0.136

=====

4.
11
Properties=species:S:1:pos:R:3:forces:R:3:nbo_charge:R:1 method="wB97M-V/def2-TZVPD" lumo_ev=0.7 e_above_lowest_kj_mol=544.9 spin_multiplicity=1 homo_ev=-9.36
C 0.7193 -0.9357 -0.7857 1.15 1.39 -1.94 -0.418
C -0.7060 0.0886 1.0400 -2.01 2.92 -0.48 -0.507
H 1.6743 -0.5544 -1.4939 -2.92 -1.37 1.91 0.234
H 1.0184 -1.3893 0.0946 1.69 -1.11 1.63 0.190
H 0.0507 -1.7059 -1.1850 0.13 0.42 -0.89 0.198
H 0.1224 0.4452 1.8016 -2.07 -1.30 -0.92 0.236
H -1.6711 1.1379 1.0632 3.15 -3.59 -0.08 0.254
H -1.3032 -0.9969 1.1397 2.12 3.12 -0.17 0.250
N -0.0076 0.2247 -0.2963 0.35 -0.72 -1.17 -0.281
N 0.3174 1.3711 -0.9715 -2.39 -0.54 3.23 0.253
O -0.2147 2.3147 -0.4067 0.79 0.77 -1.12 -0.411

=====

5.
37
Properties=species:S:1:pos:R:3:forces:R:3:lowdin_spin:R:1 method="wB97M-V/def2-TZVPD" lumo_ev="4.7 / 4.7" charge=-2 spin_multiplicity=2 homo_ev="-0.63 / -0.30"
Li 0.0851 -1.2490 -0.0409 -0.53 0.14 0.84 -0.002
P -1.9590 -2.5817 0.0050 2.12 -0.18 -0.58 -0.006
O -2.4834 -3.7262 -0.8639 -0.81 1.11 -0.09 0.196
O -1.7376 -1.1281 -0.4587 -0.54 -0.45 -1.60 0.047
O -0.6143 -2.9980 0.5882 1.99 -0.38 -0.18 0.066
O -2.8759 -2.4412 1.2345 -2.40 -0.44 1.33 0.698
O 0.5876 1.2617 3.0666 0.58 1.61 1.68 0.000
C 0.1276 0.2869 2.2846 -4.57 -4.10 0.09 0.000
O 0.7750 0.1091 1.2587 3.11 0.26 -3.45 0.000
O -0.8699 -0.4125 2.5510 0.82 1.78 1.53 0.002
H 1.3554 1.4588 2.5252 0.56 0.64 0.15 0.000
C -1.4137 3.3349 -0.0597 0.20 0.83 -0.92 0.000
C -1.5811 3.4096 1.4281 0.57 -0.20 0.93 0.000
C -2.7925 2.5104 1.6600 0.31 0.25 -1.46 0.000
O -2.6158 1.4789 0.6875 0.12 -0.56 -0.25 0.000
C -1.8993 1.9384 -0.4888 -0.03 1.36 1.59 0.000
H -0.3994 3.5399 -0.4021 0.24 -0.15 0.15 0.000
H -1.9946 4.1492 -0.4926 -0.41 -0.02 -0.30 0.000
H -1.6511 4.4388 1.7804 -0.37 0.13 0.08 0.000
H -0.7033 2.9961 1.9246 -0.11 -0.27 0.11 0.000
H -3.7049 3.0400 1.3860 -0.40 0.49 0.01 0.000
H -2.9558 2.1422 2.6729 0.51 -0.53 -0.20 0.000
H -2.5572 2.0524 -1.3504 -0.17 -0.48 -0.03 0.000
H -1.0071 1.3646 -0.7394 -0.60 -0.78 0.31 0.000
C 3.4198 -1.6919 -0.9797 0.69 -0.41 0.83 0.000
C 2.6838 -2.9697 -1.3549 -0.14 -0.73 -0.16 0.000
C 1.4609 -2.4798 -2.1397 0.60 -0.54 0.21 0.000
O 1.3252 -1.1033 -1.7616 -1.01 -0.67 -0.25 0.000
C 2.6152 -0.5942 -1.6057 0.06 0.99 0.13 0.000
H 4.4574 -1.6753 -1.3129 0.09 -0.02 0.03 0.000
H 3.3958 -1.6229 0.1078 0.13 0.31 0.00 0.000
H 2.3786 -3.5409 -0.4781 -0.16 0.23 0.08 0.000
H 3.2833 -3.6589 -1.9496 0.11 0.06 -0.20 0.000
H 0.5954 -3.1018 -1.9115 -0.39 0.66 0.22 0.000
H 1.6787 -2.5798 -3.2031 -0.07 0.36 -0.38 0.000
H 2.5519 0.3167 -1.0104 -0.14 -0.13 0.27 0.000
H 3.0389 -0.2735 -2.5574 0.06 -0.20 -0.56 0.000

=====

6.
24
Properties=species:S:1:pos:R:3:forces:R:3:nbo_charge:R:1 method="wB97M-V/def2-TZVPD" lumo_ev=-3.8 e_above_lowest_kj_mol=333.7 charge=+1 spin_multiplicity=1 homo_ev=-13.51
C -0.9998 -1.8663 0.4540 -1.46 1.57 1.12 0.092
C 1.0106 0.4546 -0.5225 0.34 -2.42 -2.01 0.363
C -2.1720 0.0225 0.8216 -1.59 -0.80 -0.96 -0.277
C -1.0453 1.3740 -1.1860 -0.15 -0.78 0.68 -0.225
C -0.8437 -1.1689 -0.9062 -0.84 1.06 2.97 -0.136
C -1.7914 0.0668 -0.6730 0.00 0.15 -2.62 -0.243
C 2.6281 0.3808 1.6170 2.82 2.75 -0.53 -0.774
N -1.6845 -1.2846 1.3791 0.60 0.05 -1.89 -0.323
N 0.3145 1.5567 -0.5890 0.52 0.80 0.49 -0.567
N 0.5248 -0.7281 -0.9679 3.42 0.27 1.28 -0.563
O 2.9566 -1.2742 -0.6130 0.46 1.70 0.43 -0.899
S 2.9139 0.2066 -0.2833 -1.61 -2.03 1.69 1.234
H -0.5344 -2.8142 0.5756 0.33 -0.79 0.46 0.205
H -1.6223 0.8089 1.2963 -0.12 0.56 0.82 0.202
H -3.3273 0.1666 0.8922 2.22 -0.35 0.45 0.245
H -1.0141 1.2452 -2.2930 0.37 0.69 0.78 0.236
H -1.5170 2.2627 -0.8208 -1.01 0.40 -0.52 0.234
H -0.9955 -1.9740 -1.5735 -0.52 -0.05 -1.71 0.247
H -2.6724 0.0144 -1.4157 1.09 -0.10 1.47 0.260
H 2.8782 1.5324 1.7686 -0.45 -2.30 -0.16 0.241
H 3.3311 -0.2090 2.2661 -0.57 0.40 -1.12 0.284
H 1.6224 0.2422 1.8774 -1.36 -0.56 0.24 0.230
H 0.7139 2.5047 -0.2724 -1.05 -2.17 -0.83 0.457
H 1.3255 -1.5197 -0.8318 -1.42 1.95 -0.53 0.476